Record 1
DFT (ωB97M-V/def2-TZVPD) results for a cluster of 10 separate species, C26H72O10 in total in a non-equilibrium geometry.

Calculated values
Orbital gap   9.97 eV
SMILES   CC(C)O.CC(C)O.CC(C)O.CC(C)O.CC(C)O.CC(C)O.CCO.CCO.CCO.CCO
Energy relative to the best compared isomer or geometry (same formula, charge and spin)   133.7 kJ/mol
Maximum force   2.84 eV Å⁻¹
Total charge   0
E_HOMO   -9.561 eV

Positions of all 108 atoms, in Å:
1 C -3.34034 -0.55679 4.88356
2 C -3.26428 -0.16818 3.41416
3 C -2.82103 1.27226 3.35526
4 O -2.36421 -1.06322 2.77841
5 H -4.01809 -0.00927 5.47737
6 H -2.32185 -0.33081 5.23757
7 H -3.55132 -1.56026 5.02850
8 H -4.24534 -0.39589 3.00440
9 H -2.76207 1.70203 2.36019
10 H -1.77155 1.34470 3.75438
11 H -3.41339 2.00786 3.96690
12 H -1.47384 -0.83721 3.11101
13 C -0.91499 -4.20148 -3.93079
14 C -0.36419 -2.85779 -3.52479
15 C 0.65806 -2.32425 -4.55573
16 O -1.45948 -1.97116 -3.41081
17 H -1.43413 -4.68249 -3.09411
18 H -0.05674 -4.67754 -4.33596
19 H -1.60118 -4.06717 -4.81134
20 H 0.19830 -3.01947 -2.55430
21 H 1.56877 -2.95149 -4.38473
22 H 0.93565 -1.28621 -4.40742
23 H 0.32387 -2.48123 -5.55257
24 H -1.17357 -1.08207 -3.64340
25 C 3.31338 -1.20506 -2.22756
26 C 4.20530 -0.61959 -1.11748
27 C 4.88260 0.66436 -1.55289
28 O 3.51312 -0.45738 0.13644
29 H 2.85460 -2.10373 -1.88077
30 H 3.91652 -1.36985 -3.10378
31 H 2.64058 -0.35124 -2.47604
32 H 5.07932 -1.27828 -0.85519
33 H 5.47488 1.12178 -0.71536
34 H 4.20409 1.44973 -1.88820
35 H 5.61990 0.44456 -2.31409
36 H 2.78524 0.17613 0.04980
37 C 2.02593 2.50477 -4.21929
38 C 0.72374 3.17610 -3.74600
39 C 0.41719 4.67511 -4.05959
40 O -0.32154 2.36707 -4.30028
41 H 1.77967 2.19008 -5.18569
42 H 2.30036 1.65008 -3.56584
43 H 2.86109 3.20490 -4.26068
44 H 0.71551 3.14946 -2.66344
45 H -0.35542 4.87993 -3.31730
46 H 0.00497 4.92862 -5.00474
47 H 1.24618 5.33690 -3.82333
48 H -0.92405 2.36985 -3.54301
49 C -4.44853 -1.33922 -1.56243
50 C -3.96901 -2.65280 -0.94345
51 C -4.68143 -3.92468 -1.53555
52 O -2.53451 -2.69224 -1.02222
53 H -4.12081 -1.31155 -2.62342
54 H -3.97495 -0.47645 -1.11274
55 H -5.50106 -1.07736 -1.54939
56 H -4.13459 -2.59627 0.17079
57 H -4.08394 -4.85395 -1.39804
58 H -4.85213 -3.69524 -2.61056
59 H -5.70855 -4.09426 -1.10136
60 H -2.26649 -2.27647 -1.84987
61 C 3.51082 1.87550 2.37027
62 C 2.05852 1.82305 1.92641
63 C 1.19770 2.98692 2.37536
64 O 2.04657 1.70214 0.55113
65 H 4.02422 0.99098 2.13550
66 H 3.60001 2.07280 3.40380
67 H 4.00718 2.72474 1.86184
68 H 1.56134 0.99789 2.38243
69 H 1.80177 3.94004 2.19474
70 H 0.96123 3.05571 3.44815
71 H 0.28882 2.95287 1.78339
72 H 1.13496 1.79197 0.17805
73 C -1.74366 5.73410 2.32532
74 C -2.54892 4.43763 2.14145
75 O -2.79633 4.20533 0.76584
76 H -0.85754 5.78539 1.71135
77 H -1.43179 5.83193 3.36534
78 H -2.41434 6.61871 2.12685
79 H -3.52068 4.33896 2.67500
80 H -1.92251 3.66677 2.47954
81 H -3.58152 4.66625 0.45306
82 C -0.37896 -0.13853 0.06189
83 C -1.43767 0.74921 -0.47316
84 O -0.79804 2.03862 -0.68742
85 H -0.92189 -1.03806 0.16465
86 H -0.09334 0.05172 1.10731
87 H 0.44978 -0.21962 -0.63288
88 H -2.18164 0.87875 0.32197
89 H -1.85810 0.35521 -1.37597
90 H -1.45143 2.65853 -0.35319
91 C 1.62583 -0.56686 5.08975
92 C 1.18332 -1.84897 4.40010
93 O 0.57539 -1.67030 3.14249
94 H 0.79121 0.12778 5.22532
95 H 2.46383 -0.06350 4.60587
96 H 1.92286 -0.78610 6.10228
97 H 0.34513 -2.24096 5.04164
98 H 2.07422 -2.51102 4.36340
99 H 1.11620 -2.24922 2.48745
100 C 1.65360 -4.81720 0.09521
101 C 2.90548 -4.10469 0.51824
102 O 2.59342 -2.92675 1.32775
103 H 0.91487 -4.07955 -0.13927
104 H 1.22909 -5.52027 0.84081
105 H 1.92400 -5.39397 -0.73631
106 H 3.50676 -3.79760 -0.40583
107 H 3.67315 -4.75313 1.01015
108 H 2.77685 -2.04987 0.84971


Record 2
DFT (ωB97M-V/def2-TZVPD) results for a structure of composition C26H66F6FeN7O10S2 in a non-equilibrium geometry.

Calculated values
Orbital gap (spin up / spin down)   5.52 / 3.01 eV
Spin multiplicity   9
Energy relative to the best compared isomer or geometry (same formula, charge and spin)   0.0 kJ/mol
Maximum force   5.17 eV Å⁻¹
Total charge   +1
E_HOMO (spin up / spin down)   -7.248 / -10.085 eV

Positions of all 118 atoms, in Å:
1 Fe 1.73827 0.07885 -1.99649
2 C 1.36535 -0.76422 1.97066
3 F 2.05830 0.37652 2.25595
4 F 2.27816 -1.57877 1.42168
5 F 0.82674 -1.13760 3.16812
6 S -0.06500 -0.28478 0.65913
7 O -0.35706 -1.56877 0.02065
8 O -1.13224 0.18678 1.50875
9 N 0.56918 0.90501 -0.61766
10 S 0.14838 2.34024 0.00139
11 O -1.25791 2.61990 -0.18076
12 O 0.75827 2.70299 1.26276
13 C 1.14995 3.47564 -1.16636
14 F 0.68697 4.71733 -1.08348
15 F 2.46116 3.48133 -0.87168
16 F 0.98191 3.04736 -2.42562
17 C -4.46544 1.90891 0.55527
18 C -5.46517 1.62286 1.65449
19 C -5.41593 0.20189 2.19198
20 O -6.01110 -0.71829 1.31931
21 C -5.55173 -2.04230 1.56654
22 N -5.32432 2.66149 2.67790
23 H -3.40613 1.76645 0.77194
24 H -4.64724 2.95116 0.27723
25 H -4.68722 1.37139 -0.37061
26 H -6.41284 1.82511 1.14508
27 H -6.00495 0.15257 3.12495
28 H -4.39852 -0.01685 2.53383
29 H -6.11220 -2.40453 2.43133
30 H -4.46238 -2.08459 1.62736
31 H -5.79133 -2.69631 0.72532
32 H -4.32175 2.80160 2.83607
33 H -5.50715 2.36145 3.63578
34 C 6.27161 3.24155 2.71222
35 C 4.88238 2.80793 3.05440
36 C 3.72934 3.74870 2.61750
37 O 3.87431 4.94644 3.30414
38 C 3.27442 4.90255 4.62469
39 N 4.57695 1.48422 2.59997
40 H 6.48330 4.07743 3.38163
41 H 6.38761 3.55077 1.67125
42 H 7.08394 2.54417 2.91426
43 H 4.82999 2.65007 4.14367
44 H 2.75759 3.30509 2.85129
45 H 3.77430 3.77085 1.52718
46 H 3.21141 3.88072 4.99503
47 H 2.22543 5.17100 4.45094
48 H 3.65696 5.71272 5.23394
49 H 4.80681 1.44068 1.60088
50 H 3.61284 1.15120 2.66669
51 C 3.09954 -3.62885 -1.31682
52 C 2.76140 -2.74516 -2.47828
53 C 2.64173 -3.51854 -3.79931
54 O 2.41308 -2.58321 -4.83091
55 C 3.05186 -2.89062 -6.08648
56 N 1.50412 -1.97752 -2.14129
57 H 3.25847 -3.10199 -0.37758
58 H 4.00171 -4.23789 -1.44648
59 H 2.40644 -4.47167 -1.20929
60 H 3.56771 -2.01458 -2.60910
61 H 1.83011 -4.25622 -3.81997
62 H 3.54034 -4.10237 -4.02061
63 H 3.32535 -1.93700 -6.53850
64 H 2.34267 -3.34094 -6.78262
65 H 3.92571 -3.51868 -5.93091
66 H 1.24117 -2.49252 -1.30110
67 H 0.79576 -2.30625 -2.82227
68 C 1.94085 1.15259 -6.29031
69 C 1.49136 1.15174 -4.83071
70 C 0.13880 0.47500 -4.66052
71 O -0.07555 0.27413 -3.25424
72 C -1.42597 -0.05324 -2.91344
73 N 2.47467 0.36392 -4.06389
74 H 3.02972 1.11519 -6.36320
75 H 1.63514 2.03419 -6.85438
76 H 1.60226 0.27181 -6.84282
77 H 1.59725 2.16518 -4.44398
78 H 0.05924 -0.46366 -5.21923
79 H -0.69190 1.06443 -5.05677
80 H -1.49544 -0.15519 -1.83389
81 H -1.74195 -1.01103 -3.32046
82 H -2.10757 0.71940 -3.27052
83 H 2.45630 -0.56301 -4.51175
84 H 3.40812 0.67300 -4.32147
85 C -0.81182 -5.28732 -2.61759
86 C -1.58816 -4.18812 -3.33777
87 C -2.56863 -3.52931 -2.38810
88 O -3.59488 -2.81909 -3.07628
89 C -4.71467 -2.46195 -2.29432
90 N -0.71769 -3.15365 -3.92919
91 H -1.44240 -6.10567 -2.28218
92 H -0.30596 -4.82417 -1.76622
93 H -0.03216 -5.67777 -3.27435
94 H -2.23641 -4.59870 -4.12003
95 H -2.15500 -2.79714 -1.68470
96 H -2.99665 -4.31399 -1.75283
97 H -5.13515 -3.35034 -1.81087
98 H -5.49613 -2.04060 -2.92136
99 H -4.51213 -1.75873 -1.48029
100 H -1.29412 -2.59492 -4.55232
101 H -0.08714 -3.62977 -4.57167
102 C -2.49763 0.03850 4.47564
103 C -2.04845 0.96993 5.59204
104 C -0.52822 1.04671 5.60102
105 O -0.09504 1.95724 6.61619
106 C 1.25829 1.76013 6.95025
107 N -2.61552 2.30470 5.19632
108 H -2.46712 0.50450 3.49584
109 H -3.51680 -0.31769 4.64778
110 H -1.92944 -0.89774 4.46189
111 H -2.56917 0.77388 6.52921
112 H -0.18636 1.31505 4.59756
113 H -0.13601 0.09055 5.96036
114 H 1.53712 0.70547 6.97466
115 H 1.44385 2.31334 7.87070
116 H 1.92946 2.26563 6.23788
117 H -3.49684 2.49310 5.66509
118 H -2.05975 3.07170 5.57019


Record 3
DFT (ωB97M-V/def2-TZVPD) results for a structure of composition C5H6F2N2OS in a non-equilibrium geometry.

Calculated values
Orbital gap   10.42 eV
Energy relative to the best compared isomer or geometry (same formula, charge and spin)   0.0 kJ/mol
Maximum force   5.95 eV Å⁻¹
Total charge   0
E_HOMO   -9.903 eV

Positions of all 17 atoms, in Å:
1 C 0.29679 0.55334 -0.06232
2 C 2.30492 -0.27873 0.15197
3 C 3.41726 -1.07788 0.71535
4 C -3.42526 0.02535 -0.91433
5 C -1.43842 0.60773 0.23037
6 N 1.00394 -0.39103 0.47178
7 N 0.90081 1.52023 -0.71321
8 O -1.95164 0.21003 -0.92518
9 F -1.84444 1.77035 0.72359
10 F -1.56287 -0.27967 1.22639
11 S 2.49945 1.20678 -0.66468
12 H 4.26364 -0.46845 1.13380
13 H 2.87865 -1.55470 1.51732
14 H 3.73522 -1.91049 -0.00208
15 H -3.79969 0.79884 -1.78687
16 H -3.74727 0.32958 0.05727
17 H -3.53106 -1.06128 -1.15917


Record 4
DFT (ωB97M-V/def2-TZVPD) results for a structure of composition C25H42BrNOP2Pd in a non-equilibrium geometry.

Calculated values
Orbital gap (spin up / spin down)   5.34 / 5.50 eV
Spin multiplicity   3
Energy relative to the best compared isomer or geometry (same formula, charge and spin)   122.7 kJ/mol
Maximum force   3.17 eV Å⁻¹
Total charge   +2
E_HOMO (spin up / spin down)   -13.312 / -14.437 eV

Positions of all 73 atoms, in Å:
1 N 7.08272 -4.73125 -1.51941
2 C 5.82939 -5.14074 -1.73494
3 C 4.70594 -4.33805 -1.43281
4 C 4.86380 -3.01015 -0.91100
5 C 6.22481 -2.63852 -0.70353
6 C 7.26387 -3.51343 -1.01108
7 C 3.69812 -2.18215 -0.59859
8 Pd 2.48464 0.69960 -0.08391
9 P 1.32881 2.46885 -0.95768
10 C 3.30998 -0.86605 -0.98841
11 C 2.30452 -0.82018 -2.12850
12 C 2.42927 -0.18145 -3.36944
13 C 1.47701 -0.39178 -4.40889
14 C 0.32755 -1.20260 -4.17422
15 C 0.16728 -1.74262 -2.87714
16 C 1.08644 -1.47076 -1.85444
17 Br -0.96204 -1.47023 -5.51138
18 H 2.93921 -2.74987 -0.04816
19 H 4.20812 -0.15965 -0.96119
20 H 3.72401 -4.72295 -1.69919
21 H 6.46922 -1.65489 -0.33816
22 H 5.70524 -6.13647 -2.15637
23 H 8.29945 -3.24152 -0.84710
24 H 3.32893 0.43122 -3.55522
25 H 0.90012 -1.75343 -0.82353
26 H 1.62814 0.05885 -5.39222
27 H -0.68678 -2.36891 -2.66616
28 P 2.28228 0.98709 2.10116
29 C 1.01552 2.40768 -2.79578
30 C 0.45447 3.51270 -3.69700
31 H 0.35461 1.52894 -2.90234
32 H 2.00956 2.15613 -3.20867
33 H 0.12519 3.03787 -4.63070
34 H -0.42107 4.01868 -3.27805
35 H 1.24054 4.22633 -3.98331
36 C 2.09993 4.10867 -0.67772
37 C 1.12878 5.28161 -0.60619
38 H 2.80943 4.25301 -1.50261
39 H 2.70619 4.04878 0.23491
40 H 1.65107 6.22044 -0.36703
41 H 0.62507 5.45778 -1.56583
42 H 0.36158 5.13901 0.16684
43 C -0.34824 2.42584 -0.21802
44 C -1.52467 3.27547 -0.69428
45 H -0.18437 2.68981 0.83006
46 H -0.65275 1.36913 -0.21148
47 H -2.34111 3.14993 0.03416
48 H -1.29795 4.34908 -0.69843
49 H -1.89909 2.93833 -1.67039
50 C 0.54913 1.26520 2.59563
51 C 0.46056 1.00385 4.08581
52 H -0.11200 0.62499 1.98136
53 H 0.32068 2.32734 2.40734
54 H 0.84407 0.00116 4.32199
55 H 1.08366 1.74235 4.61019
56 H -0.59119 1.10229 4.38774
57 C 2.98709 2.57107 2.70764
58 C 4.36823 2.79081 2.10916
59 H 2.99203 2.54375 3.80832
60 H 2.29474 3.38641 2.41917
61 H 5.07218 2.06664 2.53513
62 H 4.33883 2.63519 1.01704
63 H 4.69343 3.82063 2.31762
64 C 2.73470 -0.56911 2.87605
65 C 1.77996 -1.75316 2.65099
66 H 2.86323 -0.35986 3.94411
67 H 3.71376 -0.81018 2.46668
68 H 2.28340 -2.56311 2.11171
69 H 1.45256 -2.16855 3.60679
70 H 0.87364 -1.52164 2.08745
71 O -1.27022 -0.89890 0.90849
72 H -2.07387 -1.14532 1.39982
73 H -1.42095 -1.23458 0.01515


Q: Look up the energy relative to the best compared isomer or geometry (same formula, charge and spin) of the third one.
A: 0.0 kJ/mol


Q: Look up the energy relative to the best compared isomer or geometry (same formula, charge and spin) of the second one.
A: 0.0 kJ/mol


Q: Number 2 is which compound?
A: C26H66F6FeN7O10S2